1.
A single C4H8O3 molecule, computed with wB97M-V/def2-TZVPD.

Properties
SMILES = C[C@H](O)CC(=O)O
Total energy = -382.89832 hartree
Total charge = 0
HOMO level = -10.166 eV
ΔE to the lowest compared entry with this formula, charge and spin = 41.7 kcal/mol

Each line ends with the Mulliken charge.
Cartesian coordinates (Å):
C1 -0.91039 -1.29269 0.60458  -1.379
C2 -0.41017 0.18478 0.75433  0.460
O1 -1.41642 1.09306 1.29854  -0.532
C3 0.05173 0.79880 -0.52958  -0.610
C4 1.27713 0.55326 -1.27856  0.599
O2 1.63649 0.67519 -2.42273  -0.620
O3 2.31512 0.19085 -0.56375  -0.449
H1 -1.91801 -1.41680 0.13373  0.382
H2 -0.33925 -1.85056 -0.10020  0.403
H3 -0.92780 -1.96012 1.48780  0.340
H4 0.47440 0.20713 1.39695  0.231
H5 -2.11519 0.61316 1.68515  0.309
H6 0.09647 1.81977 -0.27149  0.293
H7 -0.82005 0.66052 -1.24120  0.251
H8 3.00596 -0.27635 -0.95357  0.321

Forces on the atoms, in the same order (eV/Å):
-1.2 0.0 0.1
0.1 -1.6 1.2
2.1 0.2 -1.3
-3.3 0.0 -2.0
3.7 -1.2 -1.8
-3.1 0.9 -2.1
-1.0 -0.1 6.5
0.4 0.8 0.5
1.1 -0.1 -0.6
0.1 0.9 0.0
-0.3 -0.2 0.5
-1.1 -1.1 0.7
-0.1 1.6 -0.1
1.0 0.6 0.4
1.5 -0.7 -1.9

---

2.
A single C4H8O3 molecule, computed with wB97M-V/def2-TZVPD.

Properties
SMILES = OC[C@@]1(O)CCO1
Total energy = -382.89316 hartree
Total charge = 0
HOMO level = -10.015 eV
ΔE to the lowest compared entry with this formula, charge and spin = 45.0 kcal/mol

Each line ends with the Mulliken charge.
Cartesian coordinates (Å):
O1 -1.93323 -0.65324 1.50739  -0.558
C1 -0.92285 0.27545 1.16112  -0.694
C2 -0.16559 -0.16180 -0.09422  1.145
O2 -1.04315 -0.75809 -1.00346  -0.605
C3 0.73886 0.84775 -0.79765  -0.692
C4 1.81429 -0.23179 -0.62978  -0.471
O3 0.94424 -1.01538 0.20574  -0.481
H1 -2.66708 -0.50035 0.89852  0.331
H2 -0.22583 0.32847 2.00337  0.324
H3 -1.34425 1.27980 0.98990  0.280
H4 -1.34839 -1.56498 -0.56259  0.362
H5 0.43195 1.09959 -1.81432  0.298
H6 0.91813 1.75375 -0.21132  0.250
H7 2.07640 -0.76365 -1.55122  0.237
H8 2.72650 0.06447 -0.10148  0.273

Forces on the atoms, in the same order (eV/Å):
-0.2 0.1 -0.1
0.2 0.2 0.0
-0.1 0.2 0.1
0.0 -0.2 0.0
0.0 0.1 0.0
0.3 0.1 -0.2
0.0 -0.1 0.1
0.0 -0.1 0.2
-0.1 0.0 -0.2
0.1 -0.2 0.0
-0.1 0.0 -0.1
0.0 0.0 0.2
0.0 -0.1 -0.1
0.0 0.1 0.1
-0.1 -0.1 -0.1

---

3.
A single C4H8O3 molecule, computed with wB97M-V/def2-TZVPD.

Properties
Total energy = -382.84763 hartree
Total charge = 0
HOMO level = -8.688 eV
ΔE to the lowest compared entry with this formula, charge and spin = 73.5 kcal/mol

Each line ends with the Mulliken charge.
Cartesian coordinates (Å):
C1 -2.46338 0.03781 -0.20114  -1.174
C2 -1.14678 -0.66015 0.04876  -0.208
O1 -0.15750 0.37841 0.29692  -0.267
C3 1.09306 0.04812 0.31748  0.668
O2 1.41266 -1.22078 0.37942  -0.499
C4 2.17429 1.02953 0.11781  -0.208
O3 2.53009 0.35182 -1.02877  -0.787
H1 -2.77735 0.61117 0.67556  0.307
H2 -2.38472 0.71647 -1.05501  0.310
H3 -3.23417 -0.70667 -0.42167  0.376
H4 -0.81189 -1.24384 -0.81188  0.332
H5 -1.17655 -1.31015 0.92703  0.297
H6 1.75605 2.04104 -0.02003  0.225
H7 2.91649 1.05687 0.93946  0.211
H8 2.26970 -1.12964 -0.16394  0.418

Forces on the atoms, in the same order (eV/Å):
0.0 0.0 0.0
-0.2 -0.2 0.0
0.4 0.0 0.0
-0.3 0.0 0.1
0.0 0.2 -0.1
-0.2 0.1 0.3
0.3 0.1 -0.3
0.1 -0.1 -0.1
0.0 -0.1 0.1
0.1 0.1 0.0
0.0 0.1 0.1
0.0 0.1 -0.1
0.1 -0.2 0.0
-0.1 0.0 -0.2
-0.1 -0.1 0.1

---

4.
A single C4H8O3 molecule, computed with wB97M-V/def2-TZVPD.

Properties
SMILES = COC(=O)[C@@H](C)O
Total energy = -382.86371 hartree
Total charge = 0
HOMO level = -9.994 eV
ΔE to the lowest compared entry with this formula, charge and spin = 63.4 kcal/mol

Each line ends with the Mulliken charge.
Cartesian coordinates (Å):
C1 -0.99689 0.53505 2.13996  -0.702
O1 -0.96813 0.29111 0.74463  -0.379
C2 0.18980 0.91234 0.07217  0.304
O2 0.61770 1.98260 0.36948  -0.515
C3 0.71982 -0.30930 -0.61937  0.660
C4 -0.11285 -0.89912 -1.74105  -1.231
O3 2.09672 -0.29211 -0.90450  -0.538
H1 -0.14271 0.07071 2.66269  0.303
H2 -1.92344 0.12435 2.55096  0.233
H3 -0.95902 1.61184 2.27019  0.299
H4 0.20981 -0.78673 0.33768  0.201
H5 -1.17235 -0.83339 -1.49185  0.343
H6 0.15903 -1.95469 -1.84675  0.291
H7 0.05164 -0.40564 -2.70597  0.379
H8 2.23085 -0.04703 -1.83828  0.351

Forces on the atoms, in the same order (eV/Å):
-0.1 0.4 0.2
-0.1 1.5 -0.3
-1.0 0.3 1.1
-0.4 -0.7 -0.4
-0.7 -0.3 0.5
-0.2 0.0 -0.2
-0.4 -0.1 0.2
-0.1 0.1 -0.3
0.1 0.1 -0.2
0.0 0.1 0.5
3.0 -1.5 -1.6
0.0 0.0 -0.1
-0.1 0.2 0.0
0.0 0.1 0.1
-0.2 -0.1 0.6

---

5.
A single C4H8O3 molecule, computed with wB97M-V/def2-TZVPD.

Properties
SMILES = CCOC(=O)CO
Total energy = -382.88005 hartree
Total charge = 0
HOMO level = -9.902 eV
ΔE to the lowest compared entry with this formula, charge and spin = 53.2 kcal/mol

Each line ends with the Mulliken charge.
Cartesian coordinates (Å):
C1 2.42090 -0.68475 0.73808  -1.162
C2 1.29500 0.30425 0.53961  -0.192
O1 0.15286 -0.42527 0.03367  -0.293
C3 -0.90879 0.31453 -0.26880  0.832
O2 -0.95794 1.52960 -0.17285  -0.639
C4 -2.10935 -0.43300 -0.76315  -0.546
O3 -3.08698 0.60072 -1.24866  -0.560
H1 2.13865 -1.46078 1.45498  0.305
H2 2.68515 -1.16344 -0.20913  0.303
H3 3.30359 -0.16369 1.12363  0.372
H4 1.55742 1.08418 -0.18069  0.313
H5 1.01246 0.79363 1.47744  0.293
H6 -1.89334 -1.18450 -1.54088  0.252
H7 -3.00226 -0.46059 -0.11284  0.328
H8 -2.64145 1.40270 -0.92079  0.393

Forces on the atoms, in the same order (eV/Å):
0.0 0.0 0.0
0.2 0.1 0.1
-0.3 0.1 -0.1
-0.2 0.6 0.3
0.4 -0.7 0.1
-2.1 1.3 -0.5
1.0 0.9 -1.8
0.0 0.1 -0.1
0.0 0.1 0.1
-0.1 -0.1 -0.1
-0.1 -0.1 0.1
0.0 -0.1 -0.2
-0.3 0.2 0.7
1.7 -2.8 1.7
-0.3 0.3 -0.3

---

6.
A single C4H8O3 molecule, computed with wB97M-V/def2-TZVPD.

Properties
SMILES = COC(=O)[C@@H](C)O
Total energy = -382.93040 hartree
Total charge = 0
HOMO level = -10.593 eV
ΔE to the lowest compared entry with this formula, charge and spin = 21.6 kcal/mol

Each line ends with the Mulliken charge.
Cartesian coordinates (Å):
C1 2.51615 0.02260 0.19990  -0.639
O1 1.15350 0.45048 0.10412  -0.291
C2 0.28959 -0.57182 0.05580  0.508
O2 0.62276 -1.71573 -0.14102  -0.574
C3 -1.14414 -0.15341 0.36230  0.336
C4 -1.65636 1.05961 -0.41266  -1.150
O3 -1.98436 -1.25976 0.18756  -0.532
H1 2.59354 -0.69999 1.01898  0.304
H2 3.08882 0.92779 0.40601  0.222
H3 2.84651 -0.46189 -0.72470  0.282
H4 -1.16846 0.04965 1.43753  0.258
H5 -0.97978 1.92428 -0.41632  0.324
H6 -2.61445 1.35632 0.02451  0.305
H7 -1.82914 0.72804 -1.44477  0.295
H8 -1.73420 -1.65617 -0.65723  0.353

Forces on the atoms, in the same order (eV/Å):
0.3 0.0 0.0
-0.2 -0.1 0.2
0.0 -0.2 0.0
-0.1 0.4 -0.1
0.1 0.2 0.2
0.0 -0.1 -0.2
-0.2 -0.1 -0.3
0.2 0.2 -0.1
0.0 -0.2 -0.1
-0.1 0.2 0.2
0.1 0.1 0.0
-0.1 -0.4 0.1
0.1 0.0 -0.2
0.0 0.3 0.1
-0.1 -0.2 0.2

---

7.
A molecular structure, C4H8O3, computed with wB97M-V/def2-TZVPD.

Properties
Total energy = -382.81761 hartree
Total charge = 0
HOMO level (alpha / beta) = -8.494 / -8.494 eV
ΔE to the lowest compared entry with this formula, charge and spin = 92.4 kcal/mol

Each line ends with the Mulliken charge.
Cartesian coordinates (Å):
C1 0.30529 0.67945 -0.43749  0.650
C2 -0.53573 0.34254 0.63719  -0.405
C3 -1.83810 -0.35973 0.47007  -1.086
C4 1.32325 -0.90627 0.16562  -0.110
O1 1.19324 1.71242 -0.30495  -0.556
O2 -0.21285 0.50151 -1.70692  -0.475
O3 2.50133 -0.54371 0.38227  -0.671
H1 0.43896 0.85963 -2.32628  0.358
H2 2.06527 1.25569 -0.18424  0.333
H3 0.99898 -1.64247 -0.58610  0.333
H4 -0.31193 0.81063 1.58995  0.493
H5 0.60936 -1.10367 1.08639  0.192
H6 -1.68974 -1.32527 -0.01775  0.290
H7 -2.35313 -0.50016 1.42115  0.346
H8 -2.49420 0.21941 -0.18890  0.308

Forces on the atoms, in the same order (eV/Å):
-2.5 1.4 0.6
0.6 1.4 -1.7
0.2 -0.2 0.0
-0.3 -1.7 3.3
0.4 -1.2 -0.2
0.5 -0.1 0.1
-0.9 0.5 -0.7
-0.1 -0.1 0.1
0.0 0.2 0.1
-0.1 0.8 -0.6
0.3 -0.3 -0.1
1.5 -0.6 -0.7
-0.1 -0.1 0.0
0.2 -0.1 -0.1
0.2 0.0 0.0

---

8.
2 unconnected molecules or ions with the total composition C4H8O3, computed with wB97M-V/def2-TZVPD.

Properties
SMILES = O=CCC(=O)CO.[H][H]
Total energy = -382.87546 hartree
Total charge = 0
HOMO level = -10.429 eV
ΔE to the lowest compared entry with this formula, charge and spin = 56.1 kcal/mol

Each line ends with the Mulliken charge.
Cartesian coordinates (Å):
O1 0.88145 -2.20070 -0.25848  -0.421
C1 0.02162 -1.55041 -0.79782  0.014
C2 0.07865 -0.03791 -0.95234  -0.478
C3 -0.99483 0.55655 -0.05938  0.677
O2 -2.16794 0.55187 -0.37143  -0.608
C4 -0.56502 1.09001 1.29063  -0.513
O3 -1.65893 1.49087 2.05040  -0.531
H1 -0.89865 -2.02328 -1.19325  0.335
H2 -0.15567 0.22111 -1.99064  0.322
H3 1.07759 0.31562 -0.68116  0.269
H4 0.01114 0.29758 1.79728  0.293
H5 0.13756 1.92268 1.12122  0.278
H6 -2.43781 1.34720 1.48663  0.373
H7 3.04685 -1.19776 -0.60948  -0.226
H8 3.62400 -0.78342 -0.83217  0.217

Forces on the atoms, in the same order (eV/Å):
-0.4 0.3 -0.3
0.2 -0.2 0.2
0.1 0.1 0.0
-0.3 0.0 0.0
0.5 0.0 0.1
0.2 -0.1 -0.2
-0.1 0.0 0.0
0.1 0.0 0.0
0.0 0.0 0.1
-0.2 -0.1 0.0
-0.1 0.1 -0.1
-0.1 -0.1 0.0
0.0 0.0 0.1
0.1 0.0 0.0
0.0 0.0 0.0